[1]
{"formula": "C4H13N3O", "method": "the ωB97M-V functional and the def2-TZVPD basis", "symbols": ["C", "N", "N", "N", "C", "H", "H", "H", "H", "H", "H", "H", "C", "C", "O", "H", "H", "H", "H", "H", "H"], "coordinates": [[2.677, -1.288, -0.099], [2.396, -0.076, 0.729], [1.199, 0.187, 0.857], [0.909, 1.426, 1.341], [-0.384, 1.757, 1.929], [2.888, -2.026, 0.639], [1.833, -1.525, -0.784], [3.641, -0.992, -0.652], [1.729, 1.982, 1.756], [-0.269, 2.040, 2.901], [-0.738, 2.725, 1.325], [-1.202, 0.996, 1.814], [-1.856, 0.014, -2.033], [-1.728, -1.188, -1.141], [-1.364, -0.845, 0.208], [-2.187, 0.715, -1.283], [-0.924, 0.300, -2.430], [-2.478, -0.235, -2.893], [-1.016, -1.798, -1.547], [-2.732, -1.745, -0.922], [-0.395, -0.424, 0.283]], "atomic_forces_ev_per_a": [[0.6, 2.1, -0.3], [0.1, 0.3, -0.5], [-0.5, 0.9, -0.2], [1.8, 0.2, 1.1], [-1.6, 1.1, -4.4], [0.2, -1.2, 0.1], [0.7, 0.0, 0.5], [-1.6, -0.8, 0.6], [-1.4, -1.4, -1.0], [0.2, 0.6, 2.8], [0.4, -2.0, 1.4], [1.2, 0.5, 0.0], [-1.0, -0.8, 0.7], [-2.6, 0.1, 2.5], [2.4, 1.3, -0.1], [-0.7, 1.1, -0.7], [1.3, 0.5, -0.3], [-0.5, 0.5, 0.3], [1.7, -2.3, -0.9], [1.7, 0.9, -1.1], [-2.6, -1.5, -0.5]], "homo_ev": -9.1, "lumo_energy_ev": 1.10, "homo_lumo_gap_ev": 10.23, "smiles": "C/N=N/NC.CCO", "relative_energy_kcal_mol": 101.34, "total_charge": 0}

[2]
{"formula": "C4H8O3", "method": "the ωB97M-V functional and the def2-TZVPD basis", "symbols": ["O", "C", "C", "C", "O", "C", "O", "H", "H", "H", "H", "H", "H", "H", "H"], "coordinates": [[1.091, 1.626, 1.395], [1.055, 1.573, -0.006], [0.936, 0.240, -0.668], [-1.344, -0.742, -0.458], [-1.147, -1.442, -1.655], [-0.323, -1.094, 0.635], [1.028, -0.714, 0.290], [1.561, 0.832, 1.690], [0.164, 2.128, -0.345], [1.917, 2.062, -0.493], [-2.316, -1.032, -0.058], [-1.394, 0.347, -0.634], [-0.348, -1.055, -2.052], [-0.322, -2.172, 0.796], [-0.557, -0.557, 1.562]], "atomic_forces_ev_per_a": [[0.3, -0.1, 0.1], [0.0, 0.0, -0.3], [0.4, 0.3, 0.2], [-0.2, 0.0, 0.5], [0.2, 0.0, -0.1], [-0.5, -0.2, 0.0], [0.1, 0.2, -0.3], [-0.1, 0.1, 0.0], [0.2, 0.0, -0.1], [0.0, 0.1, 0.1], [-0.1, -0.1, 0.0], [0.0, -0.3, 0.1], [-0.1, -0.1, 0.1], [0.1, 0.1, 0.0], [-0.2, -0.1, -0.2]], "homo_ev": -8.8, "lumo_energy_ev": -0.12, "homo_lumo_gap_ev": 8.64, "relative_energy_kcal_mol": 120.67, "total_charge": 0}

[3]
{"formula": "C3H6O2", "method": "the ωB97M-V functional and the def2-TZVPD basis", "symbols": ["O", "C", "C", "C", "O", "H", "H", "H", "H", "H", "H"], "coordinates": [[0.970, -1.284, -1.132], [-0.171, -0.513, -1.082], [-0.788, -0.079, 0.095], [0.076, 0.441, 1.196], [0.262, 1.604, 0.476], [1.463, -1.192, -0.304], [0.128, 0.739, -0.809], [-0.737, -0.589, -2.004], [-1.787, 0.340, 0.037], [0.976, -0.173, 1.396], [-0.456, 0.571, 2.149]], "atomic_forces_ev_per_a": [[0.2, 0.0, 0.2], [-0.4, -0.3, 0.0], [0.1, 0.0, -0.3], [-0.1, -0.4, 0.2], [0.2, 0.2, -0.1], [0.0, 0.0, -0.1], [-0.1, 0.3, 0.2], [0.1, 0.0, 0.1], [0.1, -0.1, 0.0], [-0.1, 0.2, 0.0], [0.0, 0.0, -0.1]], "homo_ev": -8.5, "lumo_energy_ev": 0.05, "homo_lumo_gap_ev": 8.52, "relative_energy_kcal_mol": 114.54, "total_charge": 0}

[4]
{"formula": "C15H27Br12Cl9", "method": "the ωB97M-V functional and the def2-TZVPD basis", "symbols": ["C", "Cl", "Cl", "Cl", "H", "C", "Cl", "Cl", "Cl", "H", "C", "Cl", "Cl", "Cl", "H", "Br", "C", "C", "Br", "H", "H", "H", "H", "Br", "C", "C", "Br", "H", "H", "H", "H", "Br", "C", "C", "Br", "H", "H", "H", "H", "Br", "C", "C", "Br", "H", "H", "H", "H", "Br", "C", "C", "Br", "H", "H", "H", "H", "Br", "C", "C", "Br", "H", "H", "H", "H"], "coordinates": [[4.416, 2.378, -2.607], [3.470, 1.909, -4.047], [3.608, 3.755, -1.851], [6.072, 2.795, -3.035], [4.460, 1.609, -1.848], [-0.350, 5.567, -2.242], [-1.831, 6.154, -2.933], [0.319, 6.738, -1.037], [0.829, 5.260, -3.508], [-0.608, 4.696, -1.651], [-0.226, 4.598, 1.552], [-0.355, 3.228, 2.684], [1.313, 5.435, 1.780], [-1.553, 5.686, 1.817], [-0.205, 4.151, 0.564], [-1.155, -2.216, -2.341], [-2.588, -1.695, -3.573], [-2.222, -0.531, -4.505], [-2.056, 1.135, -3.518], [-3.502, -1.503, -3.019], [-2.738, -2.591, -4.172], [-2.937, -0.285, -5.284], [-1.278, -0.792, -4.977], [0.406, 2.607, -0.128], [0.136, 0.937, 0.817], [0.764, -0.210, 0.041], [2.730, -0.058, 0.061], [-0.936, 0.746, 0.794], [0.525, 1.075, 1.818], [0.525, -0.243, -1.018], [0.407, -1.157, 0.448], [2.462, -2.568, 2.690], [2.002, -1.440, 4.231], [2.484, -0.025, 3.965], [1.457, 1.126, 5.224], [2.342, -1.946, 5.127], [0.915, -1.470, 4.254], [2.357, 0.345, 2.956], [3.514, 0.089, 4.289], [-4.212, -0.624, 0.679], [-3.656, 1.017, -0.327], [-3.754, 2.214, 0.575], [-3.359, 3.826, -0.518], [-4.380, 1.108, -1.128], [-2.645, 0.931, -0.713], [-3.105, 2.237, 1.445], [-4.785, 2.326, 0.906], [4.808, -3.974, -1.358], [3.218, -4.909, -0.732], [2.009, -4.020, -0.726], [0.545, -4.928, 0.217], [3.450, -5.252, 0.274], [3.114, -5.802, -1.342], [1.618, -3.828, -1.720], [2.216, -3.105, -0.177], [-2.354, -6.061, 1.649], [-1.953, -4.121, 1.452], [-1.520, -3.527, 2.757], [-1.469, -1.586, 2.588], [-2.811, -3.608, 1.020], [-1.213, -4.014, 0.662], [-0.542, -3.841, 3.116], [-2.192, -3.745, 3.583]], "atomic_forces_ev_per_a": [[-0.3, 0.5, -0.1], [0.4, -0.2, 0.5], [0.1, 0.1, 0.2], [0.0, -0.1, -0.1], [-0.2, -0.4, -0.3], [0.4, 0.6, 0.6], [-0.6, 0.3, -0.2], [-0.3, -0.3, -0.7], [-0.1, -0.3, 0.2], [0.3, -0.3, -0.4], [0.0, 1.4, 1.5], [-0.2, 0.5, 0.5], [0.2, -0.2, 0.3], [-0.4, 0.5, 0.1], [-1.0, 1.7, 1.0], [-0.4, 0.3, -0.2], [-0.3, 0.2, -0.8], [0.5, -0.5, 0.7], [0.2, 0.0, -0.1], [0.2, 0.0, 0.3], [0.0, 0.0, -0.1], [-0.3, -0.5, 0.1], [0.1, 0.4, 0.0], [1.4, -3.4, -2.5], [0.0, -0.9, -1.4], [0.4, 0.2, 0.0], [-0.4, -0.2, 0.0], [0.0, 0.2, 0.4], [0.0, -0.1, 0.0], [-0.2, 0.4, 0.0], [0.6, -0.1, 0.3], [0.1, -0.2, 0.3], [-0.8, 0.0, -0.9], [0.1, -0.2, 1.5], [0.3, -0.2, -0.5], [0.5, 0.3, 0.0], [0.0, 0.1, -0.1], [-0.2, -0.1, 0.0], [0.1, 0.1, -0.2], [0.2, 0.8, -0.6], [-0.1, -0.1, 0.5], [-0.6, 0.4, -0.1], [-0.2, -0.6, 0.2], [0.1, -0.1, -0.1], [-0.1, -0.5, -0.1], [0.2, -0.1, -0.1], [0.1, 0.2, 0.1], [-0.2, 0.1, -0.1], [0.3, -0.6, 0.4], [0.0, -0.2, 0.0], [1.9, -0.5, -0.8], [0.0, 0.2, 0.0], [-0.1, 0.2, -0.2], [0.1, 0.2, 0.0], [-0.1, 0.1, -0.1], [0.2, 0.9, -0.1], [-0.9, 0.2, -0.5], [0.0, -0.2, 0.7], [0.3, -0.1, 0.2], [-0.5, -0.3, 0.5], [-0.6, 0.0, 0.7], [0.2, 0.0, -0.5], [-0.3, 0.1, -0.2]], "homo_ev": -9.8, "lumo_energy_ev": 0.04, "homo_lumo_gap_ev": 9.85, "relative_energy_kcal_mol": 47.14, "total_charge": 0}

[5]
{"formula": "C14H22F2NOTi", "method": "the ωB97M-V functional and the def2-TZVPD basis", "symbols": ["Ti", "C", "C", "C", "C", "C", "C", "C", "C", "C", "C", "H", "H", "H", "H", "H", "H", "H", "H", "H", "H", "H", "H", "H", "H", "C", "N", "C", "C", "O", "H", "H", "H", "H", "H", "H", "H", "F", "C", "F", "H"], "coordinates": [[-0.063, 0.485, 0.317], [-0.048, -2.826, 1.320], [-0.760, -2.011, 2.407], [0.132, -1.895, 3.639], [-1.202, -0.657, 1.868], [-0.859, 0.561, 2.470], [-1.165, 1.794, 1.869], [-1.913, 1.849, 0.664], [-2.335, 3.167, 0.079], [-2.388, 0.638, 0.144], [-2.013, -0.598, 0.699], [0.372, -3.734, 1.753], [0.781, -2.257, 0.894], [-0.719, -3.124, 0.515], [-1.669, -2.550, 2.690], [1.067, -1.386, 3.394], [0.379, -2.890, 4.006], [-0.358, -1.360, 4.455], [-0.322, 0.562, 3.405], [-0.889, 2.714, 2.360], [-3.212, 3.541, 0.612], [-2.606, 3.066, -0.970], [-1.549, 3.915, 0.170], [-3.030, 0.660, -0.726], [-2.409, -1.511, 0.281], [1.522, 0.543, -4.677], [1.360, 0.019, -3.323], [2.465, -0.769, -2.771], [0.297, 0.291, -2.624], [0.098, -0.111, -1.446], [2.411, 1.170, -4.722], [0.654, 1.135, -4.957], [1.636, -0.281, -5.379], [2.882, -1.382, -3.566], [2.103, -1.403, -1.970], [3.235, -0.109, -2.376], [-0.467, 0.881, -3.130], [1.617, 1.768, -0.219], [1.851, 0.854, 0.912], [2.615, -0.156, 0.339], [2.496, 1.395, 1.594]], "atomic_forces_ev_per_a": [[-0.1, 0.9, 0.4], [-0.1, 0.0, 0.1], [-0.1, 0.1, 0.1], [-0.1, 0.0, 0.0], [-0.3, -0.4, 0.4], [-0.6, 0.0, 0.3], [-0.2, -0.1, 0.0], [-0.5, 0.1, 0.2], [0.0, 0.0, 0.0], [-0.2, 0.0, 0.4], [-0.3, 0.0, 0.3], [0.0, 0.0, 0.0], [0.1, 0.0, 0.0], [0.0, 0.0, 0.0], [0.0, 0.0, 0.0], [0.0, 0.0, 0.0], [0.0, 0.0, 0.0], [0.0, 0.0, 0.0], [0.2, 0.0, 0.0], [0.2, 0.1, 0.0], [0.0, 0.0, 0.0], [0.0, 0.0, 0.0], [0.0, 0.0, 0.0], [0.1, 0.0, -0.1], [0.1, -0.1, -0.1], [0.0, 0.0, 0.0], [0.2, -0.1, -0.1], [0.0, 0.0, -0.1], [-0.2, -0.1, 0.1], [0.2, -0.6, -2.5], [0.0, 0.0, 0.0], [0.0, 0.0, 0.0], [0.0, 0.0, 0.0], [0.0, 0.0, 0.0], [-0.1, 0.0, 0.1], [0.0, 0.0, 0.0], [0.0, 0.1, 0.0], [0.1, 0.0, 0.1], [1.1, -0.1, 0.2], [0.1, 0.1, 0.1], [0.0, 0.1, 0.1]], "homo_ev": [-10.3, -12.6], "multiplicity": 3, "lumo_energy_ev": [-2.78, -3.38], "homo_lumo_gap_ev": [7.57, 9.21], "s_squared": 2.01, "total_charge": 1}

[6]
{"formula": "HNO5", "method": "the ωB97M-V functional and the def2-TZVPD basis", "symbols": ["N", "O", "O", "O", "O", "O", "H"], "coordinates": [[1.163, -0.611, 0.205], [0.435, 0.024, -0.774], [2.245, -0.901, -0.241], [-1.250, 0.509, -0.480], [0.498, -0.721, 1.238], [-1.783, 0.157, 0.570], [-1.308, 1.544, -0.519]], "atomic_forces_ev_per_a": [[-2.4, 1.1, -0.9], [3.4, -0.5, -0.9], [-0.6, -0.4, 2.0], [-2.1, 3.3, -2.5], [2.8, -0.7, -0.9], [-1.9, -1.1, 3.2], [0.8, -1.7, 0.0]], "homo_ev": [-11.3, -10.7], "lumo_energy_ev": [-1.67, -1.19], "homo_lumo_gap_ev": [9.62, 9.56], "relative_energy_kcal_mol": 50.34, "total_charge": 0}